1.
{"formula": "C27H32BiBrClN2O4", "method": "wB97M-V/def2-TZVPD", "e_above_lowest_kcal_mol": 0.0, "homo_lumo_gap_ev": [2.75, 2.84], "energy_ev": -128089.516, "multiplicity": 1, "charge": -1, "homo_energy_ev": [-0.453, -0.504], "symbols": ["H", "H", "H", "C", "O", "C", "H", "C", "C", "N", "C", "H", "H", "H", "C", "H", "O", "C", "H", "H", "H", "H", "C", "Cl", "H", "H", "C", "O", "Br", "C", "C", "C", "C", "H", "C", "Bi", "C", "C", "C", "H", "H", "H", "H", "H", "H", "O", "C", "H", "H", "H", "H", "C", "C", "C", "H", "H", "H", "N", "H", "C", "C", "C", "C", "H", "C", "H", "H", "C"], "coordinates": [[-1.84669, -1.99034, 4.83509], [2.39945, 3.73672, -1.85582], [0.11887, 3.11952, -4.43862], [-0.68056, 2.58672, -4.97824], [0.60510, -0.47397, 3.09587], [0.99521, -3.41537, 1.91535], [-1.98687, 3.20932, -2.65729], [-1.11089, -0.04725, -2.36047], [-1.51066, 2.39569, -2.10777], [0.40440, 2.30657, -0.45856], [0.70063, 4.58404, -0.06341], [-2.25617, 1.97242, -1.39626], [1.67808, -5.23524, -0.73081], [3.09545, 2.31408, -1.02326], [-0.58702, -0.33193, 3.43447], [1.04448, 2.80960, 2.10086], [-0.15490, -4.41145, -1.28961], [-1.15805, 0.01638, 4.68368], [3.41819, 3.97468, -0.42659], [-1.58262, 3.20696, -4.84878], [-2.12117, -1.64625, 7.37360], [-0.16102, -2.57418, -6.06173], [2.64729, -3.08897, 0.13188], [1.96020, -0.11581, -1.28808], [-0.81636, -0.08090, 1.96954], [2.82893, -3.04178, -0.94415], [-1.08570, -1.28415, -3.00920], [-0.39751, 4.31411, -1.04104], [-1.46819, 2.62156, 3.44915], [-0.76880, -1.26772, -4.37806], [-1.75257, -1.05220, 5.36649], [1.45612, 3.26019, 0.03399], [-1.98747, 0.55374, 7.13323], [0.26042, -3.12804, -4.43416], [0.82975, -4.74305, -0.23612], [-0.44005, -0.01657, -0.21371], [-0.60100, -0.01356, -5.01783], [-2.02480, -0.79101, 6.69481], [-1.14712, 1.19160, -2.99045], [0.25031, 4.85923, 0.90229], [1.71969, -4.09496, 2.38582], [-0.01733, -3.75578, 2.14482], [-0.28644, 0.00361, -6.06066], [-0.41077, 2.60227, -6.04655], [1.12361, -2.40843, 2.32752], [-1.58138, -0.32717, 2.55351], [-1.88844, 1.65032, 6.21990], [2.95476, -2.14369, 0.58731], [-1.98955, 0.74927, 8.20292], [0.36083, -5.43410, 0.47834], [2.49042, 1.98833, 1.45929], [-0.40442, -3.10570, -1.21728], [-1.61318, 1.33861, 4.88540], [-0.44708, 2.99617, -1.20294], [-1.39746, -3.26499, -4.98141], [2.53891, 3.74063, 1.81124], [-1.85562, 2.69768, 6.56749], [0.21276, -2.46715, -0.24115], [1.29704, 5.41482, -0.46449], [-0.84380, 1.22055, -4.36129], [-1.43522, -2.51437, -2.16647], [1.19332, -3.41034, 0.41628], [2.66909, 3.31153, -0.88086], [-1.84775, -3.33194, -2.76695], [-0.51387, -2.60830, -5.01948], [3.25456, -3.90418, 0.55566], [-2.23950, -2.14543, -1.49656], [1.91013, 2.91937, 1.44029]], "forces_ev_per_angstrom": [[0.355, -0.291, 0.501], [0.037, -0.197, 0.057], [-0.149, -0.103, -0.194], [0.213, 0.352, -0.332], [-2.413, 0.408, 1.269], [-0.311, -0.029, 0.299], [0.078, -0.012, -0.020], [-0.072, -0.243, 2.139], [0.399, 0.066, 0.259], [-1.482, 1.733, -1.923], [-0.851, 0.010, -0.210], [-0.007, 0.189, 0.001], [-0.272, 0.155, 0.121], [-0.135, 0.137, -0.023], [2.015, -0.254, -0.433], [0.188, -0.015, -0.019], [0.656, -1.205, -0.030], [-2.198, 0.228, 0.186], [-0.087, -0.088, -0.055], [0.176, -0.277, -0.121], [-0.425, 0.603, -0.044], [-0.187, 0.225, 0.300], [0.323, 0.180, -0.229], [2.581, -0.155, -1.037], [-1.744, -0.116, -2.823], [0.043, 0.166, 0.098], [0.494, 0.349, -0.513], [0.847, 1.255, 0.103], [-0.058, -0.353, 0.983], [-0.215, 0.199, 0.692], [1.245, 1.007, 0.676], [-0.624, -0.345, -0.134], [0.073, 0.263, -0.361], [-0.125, 0.088, -0.220], [-0.677, -0.177, -0.591], [-1.311, 0.179, -0.721], [-0.201, 0.139, 0.106], [-0.192, 0.427, 0.500], [0.537, 0.121, -0.303], [-0.109, 0.021, -0.366], [-0.168, 0.117, -0.047], [-0.015, 0.001, 0.153], [-0.074, -0.010, 0.117], [-0.152, -0.266, 0.333], [0.053, -0.308, -0.160], [1.709, -0.265, -0.146], [0.048, -0.710, 0.635], [-0.100, -0.105, -0.209], [-0.264, 0.095, -0.201], [-0.045, 0.089, -0.331], [-0.177, 0.192, -0.117], [1.190, 1.755, 1.913], [1.736, -0.310, 1.072], [1.575, -2.019, 1.320], [0.129, 0.270, -0.099], [-0.058, -0.204, 0.053], [-0.453, -0.739, -0.210], [-1.056, -1.642, -1.626], [-0.239, -0.266, 0.115], [-0.129, -0.375, 0.508], [0.259, -0.132, 0.234], [-0.514, 0.493, -0.428], [0.169, -0.169, -0.399], [0.159, 0.116, 0.053], [0.236, -0.325, -0.283], [-0.080, 0.150, -0.059], [0.027, -0.158, -0.034], [-0.182, 0.085, 0.256]], "nbo_charge": [0.2306, 0.2007, 0.2156, -0.6284, -0.5920, -0.6193, 0.2304, -0.3312, -0.5305, -0.5814, -0.0800, 0.2606, 0.1899, 0.2711, 0.7266, 0.2176, -0.5012, -0.1431, 0.1897, 0.2061, 0.2175, 0.2068, -0.6083, -0.8536, 0.4764, 0.2291, -0.0163, -0.5011, 0.0749, -0.0165, -0.1809, 0.0681, -0.2304, 0.2179, -0.0776, 0.7332, -0.2789, -0.2226, -0.1200, 0.1838, 0.1964, 0.1991, 0.1920, 0.2062, 0.2574, -0.6836, -0.2469, 0.2453, 0.2106, 0.1806, 0.2438, 0.6020, -0.0415, 0.6190, 0.2045, 0.1950, 0.2311, -0.5612, 0.1922, 0.0021, -0.5253, 0.0583, -0.6235, 0.2288, -0.6327, 0.1830, 0.2479, -0.6137]}



2.
{"formula": "C4HCsMgO4", "method": "wB97M-V/def2-TZVPD", "homo_lumo_gap_ev": 6.22, "energy_ev": -18325.822, "multiplicity": 1, "charge": 2, "homo_energy_ev": -16.591, "symbols": ["H", "C", "Cs", "O", "O", "O", "Mg", "C", "C", "O", "C"], "coordinates": [[1.60741, 0.35968, -1.73135], [1.60050, 0.46228, -0.65752], [-2.16027, 1.49519, -0.69803], [2.12168, -0.24377, 1.15321], [1.26508, -1.26750, 2.95498], [-3.25092, -0.16181, -3.93651], [-0.47585, -0.51117, 3.71811], [1.56631, 0.98571, 0.46983], [-3.46005, -0.63760, -4.94110], [0.09549, 0.16591, 1.76860], [1.09062, -0.64693, 1.89978]], "forces_ev_per_angstrom": [[0.254, -0.484, 0.144], [-0.768, 2.253, -3.211], [0.027, 0.079, -0.224], [-0.903, -0.810, 1.750], [-0.860, -2.073, 1.333], [0.017, -0.031, -0.060], [1.632, -0.182, -1.425], [1.865, -1.656, -0.534], [0.013, 0.069, 0.137], [-3.183, -1.560, 1.556], [1.907, 4.394, 0.534]], "nbo_charge": [0.2552, -0.0197, 0.9939, -0.4324, -0.7957, -0.5818, 1.8515, 0.0817, 0.5835, -0.8880, 0.9519]}



3.
{"formula": "C3H5N3S", "method": "wB97M-V/def2-TZVPD", "e_above_lowest_kcal_mol": 114.2, "homo_lumo_gap_ev": 7.45, "energy_ev": -18492.944, "multiplicity": 1, "charge": 0, "homo_energy_ev": -8.303, "symbols": ["H", "H", "N", "N", "H", "C", "N", "C", "H", "C", "S", "H"], "coordinates": [[0.87465, 2.15792, -0.55163], [-0.86113, -1.58131, -0.68158], [0.53595, 0.20359, -0.42122], [1.93088, -0.15376, -0.03216], [2.18574, -1.37341, -0.41438], [-1.67247, 0.26751, 0.13995], [-1.18562, 1.51619, 0.31833], [0.07946, 1.49140, -0.28157], [-0.00564, -1.45212, 0.96875], [-0.54007, -0.81331, 0.04049], [-3.34822, -0.02327, -0.15290], [2.00647, -0.23944, 1.06792]], "forces_ev_per_angstrom": [[-0.436, 1.324, 0.369], [0.531, 0.574, -0.064], [0.621, -3.522, 0.746], [0.100, -3.418, -0.048], [-1.407, 5.099, 1.379], [-2.790, -1.891, 0.648], [3.501, 1.823, -3.132], [-2.117, -3.440, 3.117], [-2.018, 2.102, -1.922], [1.647, 0.980, 0.916], [3.036, 0.168, 0.675], [-0.668, 0.201, -2.682]], "nbo_charge": [0.2288, 0.2509, -0.2593, -0.6551, 0.3738, 0.0843, -0.5024, 0.3017, 0.2263, -0.3230, -0.0821, 0.3562]}



4.
{"formula": "C7H10O", "method": "wB97M-V/def2-TZVPD", "e_above_lowest_kcal_mol": 150.4, "homo_lumo_gap_ev": 9.45, "energy_ev": -9462.038, "multiplicity": 1, "charge": 0, "homo_energy_ev": -8.746, "symbols": ["C", "C", "O", "H", "H", "C", "C", "H", "H", "H", "C", "H", "C", "H", "H", "C", "H", "H"], "coordinates": [[0.45133, 0.32895, -1.30056], [0.61542, -1.19340, -1.12581], [-0.66609, 2.04016, 0.30625], [1.00765, 0.22735, 1.89628], [-1.54925, -1.35915, 0.36277], [-0.58705, 0.55522, 0.13868], [0.76930, -0.09750, 0.80756], [0.78702, -2.74131, 0.33316], [2.50175, 0.55153, -0.51891], [-2.96604, -0.07921, 0.09842], [1.54889, 0.75893, -0.26218], [-1.67082, -0.32236, 1.63629], [-1.76059, -0.33480, 0.49221], [1.43791, 1.81882, 0.31724], [0.06266, 0.90065, -2.16413], [0.69061, -1.59407, 0.13661], [-1.71013, 2.28393, 0.89510], [1.03744, -1.74374, -2.04899]], "forces_ev_per_angstrom": [[-1.778, 0.212, 4.126], [1.300, -0.173, -3.909], [-5.526, -1.393, 2.796], [-0.584, -1.370, -1.617], [0.074, -0.956, -0.989], [2.336, 0.170, -1.436], [-0.665, 0.621, 0.245], [0.098, 2.644, 0.505], [3.262, -0.832, -0.598], [3.816, -0.504, 1.148], [-3.823, 2.464, 2.733], [-1.015, 0.379, -1.148], [-3.203, 2.374, 1.471], [0.539, -2.018, -2.342], [0.831, -0.773, 0.184], [0.996, 0.272, 0.084], [4.951, -1.357, -2.765], [-1.611, 0.240, 1.514]], "nbo_charge": [-0.2867, -0.2200, -0.7404, 0.2297, 0.2464, 0.3291, -0.2748, 0.2526, 0.1939, 0.2127, -0.3864, 0.2168, -0.6725, 0.2322, 0.2386, -0.2605, 0.4685, 0.2207]}



5.
{"formula": "C5H8O2", "method": "wB97M-V/def2-TZVPD", "e_above_lowest_kcal_mol": 139.9, "homo_lumo_gap_ev": 7.84, "energy_ev": -9403.765, "multiplicity": 1, "charge": 0, "homo_energy_ev": -8.416, "symbols": ["O", "H", "H", "H", "C", "C", "C", "H", "H", "H", "C", "H", "H", "O", "C"], "coordinates": [[-1.92524, -1.01681, 0.46838], [1.19836, 2.20307, 0.40683], [0.29249, -2.00243, 0.87278], [-1.48290, 0.82630, 1.36748], [0.18552, -1.12304, 0.24989], [0.33262, -0.64775, -1.13619], [0.40625, 0.21081, 0.09175], [2.37693, 0.87851, 0.34772], [-1.69890, 0.83322, -0.44023], [1.36674, 1.08894, 1.78935], [1.37704, 1.16516, 0.69653], [-1.48700, -1.02685, -1.51904], [1.27638, -0.92372, -1.61335], [-0.72906, -0.67248, -2.02985], [-1.48924, 0.20708, 0.44795]], "forces_ev_per_angstrom": [[-0.340, 0.064, -0.056], [-0.032, -0.111, 0.024], [-0.327, 0.211, 0.038], [0.164, -0.344, -0.033], [0.295, 0.236, -0.039], [0.279, -0.116, -0.018], [0.437, -0.288, -0.058], [-0.057, 0.208, 0.093], [0.034, -0.057, 0.205], [-0.032, 0.060, -0.174], [0.029, 0.131, 0.021], [0.094, 0.063, -0.140], [-0.137, -0.119, -0.019], [-0.176, 0.005, 0.070], [-0.230, 0.057, 0.087]], "nbo_charge": [-0.8204, 0.2263, 0.2436, 0.1439, 0.1997, 0.0560, -0.2067, 0.2222, 0.1524, 0.2238, -0.6187, 0.4988, 0.1866, -0.7105, 0.2030]}



Repeat the third record exactly.
{"formula": "C3H5N3S", "method": "wB97M-V/def2-TZVPD", "e_above_lowest_kcal_mol": 114.2, "homo_lumo_gap_ev": 7.45, "energy_ev": -18492.944, "multiplicity": 1, "charge": 0, "homo_energy_ev": -8.303, "symbols": ["H", "H", "N", "N", "H", "C", "N", "C", "H", "C", "S", "H"], "coordinates": [[0.87465, 2.15792, -0.55163], [-0.86113, -1.58131, -0.68158], [0.53595, 0.20359, -0.42122], [1.93088, -0.15376, -0.03216], [2.18574, -1.37341, -0.41438], [-1.67247, 0.26751, 0.13995], [-1.18562, 1.51619, 0.31833], [0.07946, 1.49140, -0.28157], [-0.00564, -1.45212, 0.96875], [-0.54007, -0.81331, 0.04049], [-3.34822, -0.02327, -0.15290], [2.00647, -0.23944, 1.06792]], "forces_ev_per_angstrom": [[-0.436, 1.324, 0.369], [0.531, 0.574, -0.064], [0.621, -3.522, 0.746], [0.100, -3.418, -0.048], [-1.407, 5.099, 1.379], [-2.790, -1.891, 0.648], [3.501, 1.823, -3.132], [-2.117, -3.440, 3.117], [-2.018, 2.102, -1.922], [1.647, 0.980, 0.916], [3.036, 0.168, 0.675], [-0.668, 0.201, -2.682]], "nbo_charge": [0.2288, 0.2509, -0.2593, -0.6551, 0.3738, 0.0843, -0.5024, 0.3017, 0.2263, -0.3230, -0.0821, 0.3562]}



Repeat the third record exactly.
{"formula": "C3H5N3S", "method": "wB97M-V/def2-TZVPD", "e_above_lowest_kcal_mol": 114.2, "homo_lumo_gap_ev": 7.45, "energy_ev": -18492.944, "multiplicity": 1, "charge": 0, "homo_energy_ev": -8.303, "symbols": ["H", "H", "N", "N", "H", "C", "N", "C", "H", "C", "S", "H"], "coordinates": [[0.87465, 2.15792, -0.55163], [-0.86113, -1.58131, -0.68158], [0.53595, 0.20359, -0.42122], [1.93088, -0.15376, -0.03216], [2.18574, -1.37341, -0.41438], [-1.67247, 0.26751, 0.13995], [-1.18562, 1.51619, 0.31833], [0.07946, 1.49140, -0.28157], [-0.00564, -1.45212, 0.96875], [-0.54007, -0.81331, 0.04049], [-3.34822, -0.02327, -0.15290], [2.00647, -0.23944, 1.06792]], "forces_ev_per_angstrom": [[-0.436, 1.324, 0.369], [0.531, 0.574, -0.064], [0.621, -3.522, 0.746], [0.100, -3.418, -0.048], [-1.407, 5.099, 1.379], [-2.790, -1.891, 0.648], [3.501, 1.823, -3.132], [-2.117, -3.440, 3.117], [-2.018, 2.102, -1.922], [1.647, 0.980, 0.916], [3.036, 0.168, 0.675], [-0.668, 0.201, -2.682]], "nbo_charge": [0.2288, 0.2509, -0.2593, -0.6551, 0.3738, 0.0843, -0.5024, 0.3017, 0.2263, -0.3230, -0.0821, 0.3562]}